[1]
C10H40N14O10 | the ωB97M-V functional and the def2-TZVPD basis

SMILES = NC(N)=O.NC(N)=O.NC(N)=O.NC(N)=O.NC(N)=O.NC(N)=O.NC(N)=O.CC(C)O.O.O
spin multiplicity = 1
energy relative to the best compared isomer or geometry (same formula, charge and spin) = 143.9 kcal/mol
HOMO level = -9.58 eV
charge = 0
E_LUMO = -0.08 eV

Bonds (Å) are listed after each position.
Element x y z (Å)
1 N -4.414 -1.277 5.271  C2 1.312, H5 1.010, H6 1.010
2 C -4.893 -2.464 5.559  N1 1.312, N3 1.263, O4 1.199
3 N -5.538 -2.340 6.637  C2 1.263, H7 1.010, H8 1.010
4 O -4.677 -3.465 4.935  C2 1.199
5 H -4.389 -0.556 5.979  N1 1.010
6 H -3.712 -1.241 4.546  N1 1.010
7 H -5.976 -3.183 6.981  N3 1.010
8 H -5.895 -1.401 6.745  N3 1.010
9 N 5.657 1.652 -1.775  C10 1.238, H13 1.010, H14 1.010
10 C 4.807 2.544 -1.904  N9 1.238, N11 1.310, O12 1.181
11 N 5.216 3.640 -2.494  C10 1.310, H15 1.010, H16 1.010
12 O 3.700 2.424 -1.513  C10 1.181
13 H 6.610 1.710 -2.104  N9 1.010
14 H 5.255 1.076 -1.049  N9 1.010
15 H 6.218 3.754 -2.560  N11 1.010
16 H 4.613 4.450 -2.467  N11 1.010
17 N -3.954 6.048 2.920  C18 1.298, H21 1.010, H22 1.010
18 C -4.653 4.958 2.843  N17 1.298, N19 1.284, O20 1.223
19 N -4.035 4.091 2.125  C18 1.284, H23 1.010, H24 1.010
20 O -5.730 4.826 3.408  C18 1.223
21 H -2.993 6.152 2.626  N17 1.010
22 H -4.391 6.774 3.470  N17 1.010
23 H -3.083 4.187 1.800  N19 1.010
24 H -4.549 3.232 1.990  N19 1.010
25 N 2.341 -3.108 1.223  C26 1.306, H29 1.010, H30 1.010
26 C 3.640 -3.051 1.095  N25 1.306, N27 1.325, O28 1.192
27 N 4.211 -4.089 0.501  C26 1.325, H31 1.010, H32 1.010
28 O 4.211 -2.047 1.387  C26 1.192
29 H 1.834 -2.320 1.599  N25 1.010
30 H 1.849 -3.974 1.057  N25 1.010
31 H 3.772 -4.958 0.233  N27 1.010
32 H 5.204 -3.976 0.355  N27 1.010
33 N 0.044 5.698 -3.091  C34 1.308, H37 1.010, H38 1.010
34 C 0.036 5.200 -4.300  N33 1.308, N35 1.259, O36 1.189
35 N 0.207 3.953 -4.278  C34 1.259, H39 1.010, H40 1.010
36 O -0.303 5.760 -5.292  C34 1.189
37 H 0.302 5.148 -2.285  N33 1.010
38 H -0.268 6.649 -2.954  N33 1.010
39 H 0.396 3.626 -5.215  N35 1.010
40 H 0.753 3.535 -3.538  N35 1.010
41 N -2.533 -4.170 0.706  C42 1.313, H45 1.010, H46 1.010
42 C -2.167 -5.328 0.206  N41 1.313, N43 1.344, O44 1.271
43 N -2.003 -6.238 1.182  C42 1.344, H47 1.010, H48 1.010
44 O -1.906 -5.453 -1.031  C42 1.271
45 H -3.095 -4.128 1.544  N41 1.010
46 H -2.338 -3.272 0.286  N41 1.010
47 H -2.412 -6.070 2.089  N43 1.010
48 H -1.612 -7.104 0.837  N43 1.010
49 N 0.568 1.398 5.663  C50 1.279, H53 1.010, H54 1.010
50 C 0.851 1.327 4.418  N49 1.279, N51 1.330, O52 1.190
51 N 1.894 2.103 4.139  C50 1.330, H55 1.010, H56 1.010
52 O 0.292 0.690 3.583  C50 1.190
53 H 1.094 1.991 6.288  N49 1.010
54 H -0.225 0.868 5.997  N49 1.010
55 H 2.425 2.550 4.873  N51 1.010
56 H 2.221 2.018 3.187  N51 1.010
57 C 3.152 -3.099 -5.654  C58 1.555, H61 1.090, H62 1.090, H63 1.090
58 C 2.092 -3.108 -4.517  C57 1.555, C59 1.474, O60 1.429, H64 1.090
59 C 0.874 -2.358 -4.873  C58 1.474, H65 1.090, H66 1.090, H67 1.090
60 O 1.710 -4.458 -4.242  C58 1.429, H68 0.960
61 H 3.614 -2.111 -5.659  C57 1.090
62 H 2.683 -3.203 -6.632  C57 1.090
63 H 3.950 -3.810 -5.440  C57 1.090
64 H 2.595 -2.679 -3.651  C58 1.090
65 H 0.445 -2.812 -5.767  C59 1.090
66 H 1.169 -1.352 -5.173  C59 1.090
67 H 0.156 -2.294 -4.056  C59 1.090
68 H 1.019 -4.423 -3.576  O60 0.960
69 O -0.949 1.125 -0.601  H70 0.957, H71 0.957
70 H -0.856 0.627 0.211  O69 0.957
71 H -0.063 1.161 -0.963  O69 0.957
72 O -3.633 1.049 -3.966  H73 0.957, H74 0.957
73 H -2.948 1.147 -3.304  O72 0.957
74 H -3.490 1.778 -4.568  O72 0.957

=====

[2]
C27H93O32P5 | the ωB97M-V functional and the def2-TZVPD basis

spin multiplicity = 1
HOMO level = -9.36 eV
charge = 0
E_LUMO = 0.34 eV

Bonds (Å) are listed after each position.
Element x y z (Å)
1 C -14.309 6.460 -11.511  O2 1.376, H3 1.090, H4 1.090, H5 1.090
2 O -13.360 5.608 -10.995  C1 1.376, H6 0.960
3 H -14.975 6.877 -10.756  C1 1.090
4 H -14.010 7.163 -12.289  C1 1.090
5 H -15.015 5.822 -12.044  C1 1.090
6 H -13.498 4.662 -11.075  O2 0.960
7 C -18.998 -1.559 -9.684  O8 1.364, H9 1.090, H10 1.090, H11 1.090
8 O -18.532 -1.748 -10.952  C7 1.364, H12 0.960
9 H -19.315 -2.488 -9.209  C7 1.090
10 H -18.187 -1.175 -9.066  C7 1.090
11 H -19.694 -0.725 -9.776  C7 1.090
12 H -18.497 -0.879 -11.359  O8 0.960
13 C -17.824 3.924 -15.385  O14 1.438, H15 1.090, H16 1.090, H17 1.090
14 O -19.132 3.332 -15.456  C13 1.438, H18 0.960
15 H -17.346 3.895 -16.365  C13 1.090
16 H -17.807 4.931 -14.968  C13 1.090
17 H -17.214 3.363 -14.678  C13 1.090
18 H -19.114 2.503 -15.940  O14 0.960
19 C -16.492 -2.100 -14.057  O20 1.432, H21 1.090, H22 1.090, H23 1.090
20 O -15.341 -1.340 -14.443  C19 1.432, H24 0.960
21 H -17.403 -1.511 -14.165  C19 1.090
22 H -16.651 -3.009 -14.637  C19 1.090
23 H -16.303 -2.216 -12.990  C19 1.090
24 H -15.304 -0.467 -14.046  O20 0.960
25 C -11.393 1.275 -16.555  O26 1.404, H27 1.090, H28 1.090, H29 1.090
26 O -10.605 0.674 -17.549  C25 1.404, H30 0.960
27 H -11.624 2.304 -16.831  C25 1.090
28 H -12.294 0.674 -16.437  C25 1.090
29 H -10.838 1.138 -15.627  C25 1.090
30 H -9.660 0.723 -17.385  O26 0.960
31 C -18.012 2.467 -7.764  O32 1.388, H33 1.090, H34 1.090, H35 1.090
32 O -19.121 1.756 -8.203  C31 1.388, H36 0.960
33 H -18.013 2.528 -6.676  C31 1.090
34 H -17.093 2.024 -8.148  C31 1.090
35 H -18.042 3.508 -8.084  C31 1.090
36 H -19.148 0.895 -7.779  O32 0.960
37 C -12.968 -0.523 -11.928  O38 1.382, H39 1.090, H40 1.090, H41 1.090
38 O -11.857 -0.026 -12.584  C37 1.382, H42 0.960
39 H -13.481 -1.296 -12.500  C37 1.090
40 H -12.610 -1.042 -11.039  C37 1.090
41 H -13.616 0.325 -11.705  C37 1.090
42 H -11.497 -0.750 -13.101  O38 0.960
43 C -11.285 5.940 -7.320  O44 1.408, H45 1.090, H46 1.090, H47 1.090
44 O -10.813 4.659 -6.975  C43 1.408, H48 0.960
45 H -12.062 6.260 -6.627  C43 1.090
46 H -10.497 6.692 -7.276  C43 1.090
47 H -11.700 5.938 -8.328  C43 1.090
48 H -11.505 4.020 -7.162  O44 0.960
49 C -18.871 7.553 -10.177  O50 1.425, H51 1.090, H52 1.090, H53 1.090
50 O -19.429 6.252 -10.342  C49 1.425, H54 0.960
51 H -19.282 8.061 -9.304  C49 1.090
52 H -17.787 7.539 -10.291  C49 1.090
53 H -19.137 8.217 -10.999  C49 1.090
54 H -20.376 6.306 -10.197  O50 0.960
55 C -18.885 2.551 -11.377  O56 1.459, H57 1.090, H58 1.090, H59 1.090
56 O -18.044 1.417 -11.005  C55 1.459, H60 0.960
57 H -19.061 3.181 -10.505  C55 1.090
58 H -18.461 3.114 -12.207  C55 1.090
59 H -19.849 2.330 -11.836  C55 1.090
60 H -18.272 1.382 -10.074  O56 0.960
61 C -14.860 2.851 -10.995  O62 1.432, H63 1.090, H64 1.090, H65 1.090
62 O -13.935 3.264 -12.006  C61 1.432, H66 0.960
63 H -14.313 2.699 -10.064  C61 1.090
64 H -15.637 3.551 -10.685  C61 1.090
65 H -15.321 1.896 -11.250  C61 1.090
66 H -13.286 2.578 -12.175  O62 0.960
67 C -12.956 4.508 -4.285  O68 1.480, H69 1.090, H70 1.090, H71 1.090
68 O -13.911 4.664 -5.405  C67 1.480, H72 0.960
69 H -12.952 5.398 -3.656  C67 1.090
70 H -13.214 3.591 -3.755  C67 1.090
71 H -11.902 4.583 -4.551  C67 1.090
72 H -13.606 4.186 -6.180  O68 0.960
73 C -18.287 3.531 -19.024  O74 1.466, H81 1.090, H82 1.090, H83 1.090
74 O -17.854 2.169 -19.348  C73 1.466, P75 1.525
75 P -17.661 1.053 -18.326  O74 1.525, O76 1.464, O77 1.657, O79 1.614
76 O -18.719 1.024 -17.315  P75 1.464
77 O -17.294 -0.309 -19.195  P75 1.657, C78 1.484
78 C -18.211 -1.475 -19.224  O77 1.484, H84 1.090, H85 1.090, H86 1.090
79 O -16.207 1.518 -17.803  P75 1.614, C80 1.464
80 C -15.423 0.715 -16.862  O79 1.464, H87 1.090, H88 1.090, H89 1.090
81 H -18.961 3.846 -19.822  C73 1.090
82 H -17.389 4.148 -18.988  C73 1.090
83 H -18.841 3.648 -18.093  C73 1.090
84 H -19.245 -1.387 -18.891  C78 1.090
85 H -17.772 -2.390 -18.824  C78 1.090
86 H -18.150 -1.852 -20.245  C78 1.090
87 H -16.069 0.054 -16.284  C80 1.090
88 H -15.009 1.452 -16.174  C80 1.090
89 H -14.493 0.263 -17.206  C80 1.090
90 C -9.794 5.175 -14.447  O91 1.451, H98 1.090, H99 1.090, H100 1.090
91 O -9.309 5.299 -15.809  C90 1.451, P92 1.612
92 P -8.296 4.255 -16.504  O91 1.612, O93 1.459, O94 1.626, O96 1.599
93 O -8.561 2.842 -16.258  P92 1.459
94 O -6.811 4.810 -16.143  P92 1.626, C95 1.398
95 C -5.719 4.806 -17.016  O94 1.398, H101 1.090, H102 1.090, H103 1.090
96 O -8.448 4.703 -18.031  P92 1.599, C97 1.476
97 C -9.667 4.453 -18.826  O96 1.476, H104 1.090, H105 1.090, H106 1.090
98 H -9.680 6.123 -13.922  C90 1.090
99 H -9.303 4.400 -13.857  C90 1.090
100 H -10.860 4.969 -14.355  C90 1.090
101 H -5.983 4.325 -17.958  C95 1.090
102 H -4.991 4.116 -16.589  C95 1.090
103 H -5.516 5.876 -17.048  C95 1.090
104 H -9.446 3.635 -19.511  C97 1.090
105 H -9.837 5.255 -19.544  C97 1.090
106 H -10.575 4.290 -18.246  C97 1.090
107 C -13.695 -0.307 -7.477  O108 1.384, H115 1.090, H116 1.090, H117 1.090
108 O -13.380 0.660 -8.416  C107 1.384, P109 1.639
109 P -12.228 1.778 -8.082  O108 1.639, O110 1.508, O111 1.678, O113 1.648
110 O -12.601 2.742 -6.984  P109 1.508
111 O -11.833 2.336 -9.615  P109 1.678, C112 1.443
112 C -10.763 3.227 -9.992  O111 1.443, H118 1.090, H119 1.090, H120 1.090
113 O -10.963 0.791 -7.706  P109 1.648, C114 1.468
114 C -10.464 -0.173 -8.694  O113 1.468, H121 1.090, H122 1.090, H123 1.090
115 H -13.827 -1.294 -7.920  C107 1.090
116 H -14.624 0.022 -7.010  C107 1.090
117 H -12.935 -0.267 -6.696  C107 1.090
118 H -10.485 3.159 -11.043  C112 1.090
119 H -9.896 3.124 -9.339  C112 1.090
120 H -11.137 4.247 -9.908  C112 1.090
121 H -10.140 -1.073 -8.171  C114 1.090
122 H -9.509 0.152 -9.108  C114 1.090
123 H -11.068 -0.502 -9.540  C114 1.090
124 C -12.331 -4.134 -7.103  O125 1.448, H132 1.090, H133 1.090, H134 1.090
125 O -12.885 -3.712 -8.372  C124 1.448, P126 1.698
126 P -11.941 -4.045 -9.743  O125 1.698, O127 1.493, O128 1.600, O130 1.646
127 O -10.557 -3.490 -9.784  P126 1.493
128 O -12.860 -3.594 -10.974  P126 1.600, C129 1.405
129 C -14.197 -4.016 -11.063  O128 1.405, H135 1.090, H136 1.090, H137 1.090
130 O -11.960 -5.691 -9.771  P126 1.646, C131 1.414
131 C -11.135 -6.471 -10.614  O130 1.414, H138 1.090, H139 1.090, H140 1.090
132 H -12.146 -5.208 -7.064  C124 1.090
133 H -12.941 -4.008 -6.209  C124 1.090
134 H -11.428 -3.536 -6.977  C124 1.090
135 H -14.690 -3.047 -11.132  C129 1.090
136 H -14.610 -4.616 -10.252  C129 1.090
137 H -14.344 -4.415 -12.067  C129 1.090
138 H -11.588 -7.461 -10.563  C131 1.090
139 H -10.160 -6.621 -10.152  C131 1.090
140 H -10.915 -6.178 -11.640  C131 1.090
141 C -15.647 6.577 -19.145  O142 1.388, H149 1.090, H150 1.090, H151 1.090
142 O -15.166 5.381 -18.629  C141 1.388, P143 1.633
143 P -13.864 5.325 -17.645  O142 1.633, O144 1.499, O145 1.617, O147 1.627
144 O -12.827 6.374 -17.911  P143 1.499
145 O -14.442 5.326 -16.134  P143 1.617, C146 1.401
146 C -13.641 5.135 -15.002  O145 1.401, H152 1.090, H153 1.090, H154 1.090
147 O -13.372 3.780 -17.775  P143 1.627, C148 1.422
148 C -13.261 3.139 -19.039  O147 1.422, H155 1.090, H156 1.090, H157 1.090
149 H -14.978 7.384 -18.846  C141 1.090
150 H -16.688 6.788 -18.900  C141 1.090
151 H -15.645 6.590 -20.235  C141 1.090
152 H -13.819 6.115 -14.560  C146 1.090
153 H -12.580 4.999 -15.211  C146 1.090
154 H -14.051 4.226 -14.561  C146 1.090
155 H -13.705 2.158 -18.875  C148 1.090
156 H -12.309 2.788 -19.437  C148 1.090
157 H -13.639 3.811 -19.809  C148 1.090

=====

[3]
C4H10O3 | the ωB97M-V functional and the def2-TZVPD basis

spin multiplicity = 1
energy relative to the best compared isomer or geometry (same formula, charge and spin) = 104.6 kcal/mol
HOMO level = -9.06 eV
charge = 0
E_LUMO = 0.47 eV

Bonds (Å) are listed after each position.
Element x y z (Å)
1 C 0.372 0.565 -2.203  O2 1.446, H8 1.091, H9 1.094, H10 1.090
2 O -0.334 1.461 -1.315  C1 1.446, C3 1.312
3 C 0.433 2.057 -0.433  O2 1.312, H12 1.118
4 C -0.389 -0.077 1.277  O5 1.415, C6 1.516, H11 1.105, H13 1.099
5 O -1.413 -0.448 0.372  C4 1.415, H14 0.969
6 C 0.352 -1.342 1.665  C4 1.516, O7 1.412, H15 1.100, H16 1.095
7 O 0.742 -2.031 0.495  C6 1.412, H17 0.970
8 H -0.328 0.299 -2.996  C1 1.091
9 H 0.676 -0.318 -1.631  C1 1.094
10 H 1.248 1.081 -2.596  C1 1.090
11 H 0.365 0.570 0.794  C4 1.105
12 H -0.308 2.606 0.198  C3 1.118
13 H -0.796 0.456 2.147  C4 1.099
14 H -1.524 0.264 -0.276  O5 0.969
15 H -0.280 -1.971 2.309  C6 1.100
16 H 1.259 -1.077 2.217  C6 1.095
17 H -0.075 -2.096 -0.023  O7 0.970